1.
47
Properties=species:S:1:pos:R:3:lowdin_spin:R:1 method="wB97M-V/def2-TZVPD" spin_multiplicity=3 e_above_lowest_kj_mol=91.6 energy_ev=-91747.156 total_charge=0 gap_ev="4.7 / 5.8" e_lumo_ev="-0.07 / -1.92" s2=2.02 max_force_ha_per_bohr=0.073 homo_ev="-4.74 / -7.70"
Pt 0.55 -1.49 -1.16 1.066
Cl 3.16 -4.25 -0.86 0.016
Cl 0.31 -5.07 -1.91 0.028
Cl 2.25 -3.20 -3.89 0.035
S -0.44 -2.16 2.02 0.047
S 2.61 -0.50 -1.42 0.271
Si 1.61 -3.42 -1.97 0.072
N 0.72 0.28 2.55 0.004
N -0.61 0.38 -1.10 0.043
N 2.25 1.24 0.68 0.063
N 2.28 2.25 -1.30 0.059
N -1.35 -2.26 -1.01 0.101
N -1.38 0.07 3.17 0.004
C -0.32 -0.57 2.51 0.005
C -2.92 -0.43 -1.58 0.002
C 2.22 3.26 -0.32 0.024
C -0.89 1.23 3.80 0.001
C 0.36 1.40 3.34 0.002
C 2.16 2.60 0.87 0.004
C -2.46 -1.83 -1.91 0.012
C 2.34 1.01 -0.66 0.074
C -1.86 0.64 -1.99 0.010
C -2.71 -0.65 3.44 0.001
C 2.48 2.39 -2.74 0.010
B 2.06 0.10 1.83 0.008
H 3.06 0.15 2.55 0.001
H -1.21 -3.30 -1.07 0.001
H 1.57 2.29 -3.26 0.001
H -3.16 -0.89 2.47 0.000
H -3.76 -0.08 -2.17 0.000
H -1.63 -2.05 0.00 0.007
H -1.61 0.67 -3.04 0.000
H 3.23 1.71 -3.12 0.006
H 2.10 2.91 1.88 0.000
H -2.09 -1.87 -2.97 0.003
H 0.04 1.16 -1.18 0.000
H -2.55 -1.68 3.87 0.001
H -3.20 -0.39 -0.51 0.000
H 2.05 -1.04 1.19 0.005
H -3.30 -2.58 -1.88 0.004
H -1.38 1.92 4.45 0.000
H -1.04 0.44 -0.19 0.001
H 2.88 3.39 -2.91 0.001
H -3.37 0.04 4.03 0.000
H 2.12 4.37 -0.52 0.003
H 1.05 2.20 3.60 0.000
H -2.20 1.61 -1.63 0.003



2.
23
Properties=species:S:1:pos:R:3:nbo_charge:R:1 method="wB97M-V/def2-TZVPD" e_above_lowest_kj_mol=580.2 energy_ev=-11918.394 total_charge=+1 gap_ev="8.3 / 8.3" e_lumo_ev="-3.83 / -3.83" max_force_ha_per_bohr=0.165 homo_ev="-12.10 / -12.10"
O -0.34 -2.70 0.20 -0.550
N 0.74 -0.01 0.18 -0.258
N -3.05 0.54 -0.31 -0.531
N -2.08 0.43 0.43 -0.314
C 0.73 -0.21 1.64 -0.396
C -0.86 -1.93 -0.57 0.339
C -0.49 -0.49 -0.52 -0.143
C 1.85 -0.83 -0.41 -0.444
C 0.98 1.40 -0.26 -0.415
H 2.89 -0.51 -0.28 0.244
H -0.67 0.11 -1.47 0.226
H 1.75 -1.89 -0.16 0.261
H -3.28 1.48 -0.79 0.398
H -2.26 -0.32 1.19 0.370
H -0.35 0.00 2.04 0.237
H -1.64 -2.24 -1.34 0.160
H 1.01 -1.29 1.72 0.257
H 1.34 2.05 0.59 0.240
H 0.15 1.88 -0.64 0.235
H 1.89 1.49 -0.91 0.245
H 1.81 -0.80 -1.50 0.234
H -3.93 -0.12 -0.24 0.382
H 1.49 0.45 1.96 0.224



3.
50
Properties=species:S:1:pos:R:3:nbo_charge:R:1 method="wB97M-V/def2-TZVPD" e_above_lowest_kj_mol=335.9 energy_ev=-31391.088 total_charge=0 gap_ev=8.4 e_lumo_ev=0.61 smiles="COc1ccc(/C=C/[C@@H](c2ccc(OC)cc2)C(C(C)=O)C(C)=O)cc1" max_force_ha_per_bohr=0.064 homo_ev=-7.78
O -1.45 1.47 2.80 -0.533
O 1.51 1.42 3.17 -0.519
O -4.91 -1.19 -1.68 -0.495
O 6.87 -0.62 -3.47 -0.491
C 4.49 -0.92 -2.95 -0.316
C -1.26 0.30 2.78 0.618
C 2.34 -0.76 3.35 -0.738
C -1.25 -0.07 0.01 -0.078
C 6.69 -1.44 -4.65 -0.260
C 5.77 -0.39 -2.71 0.314
C -3.43 0.51 -0.87 -0.283
C 5.93 0.47 -1.58 -0.255
C 0.06 0.22 0.72 -0.295
C -2.29 0.87 -0.22 -0.120
C -3.66 -0.84 -1.27 0.321
C -1.43 -1.35 -0.51 -0.190
C -2.58 -1.74 -1.15 -0.315
C -2.33 -0.63 3.32 -0.733
C 2.45 0.51 -0.07 -0.222
C 0.03 -0.33 2.16 -0.399
C 1.28 -0.16 -0.04 -0.171
C 3.53 0.23 -0.99 -0.016
C 3.42 -0.60 -2.14 -0.182
C 1.29 0.28 2.95 0.630
C 4.85 0.78 -0.77 -0.198
C -5.21 -2.57 -1.93 -0.255
H 2.83 -0.39 4.26 0.237
H -3.18 -0.71 2.61 0.252
H 1.17 -1.06 -0.68 0.192
H -4.26 1.21 -1.04 0.227
H -6.28 -2.59 -2.18 0.204
H -2.15 1.92 0.10 0.226
H 5.98 -0.98 -5.35 0.184
H 4.36 -1.59 -3.79 0.217
H -0.01 -1.43 2.37 0.214
H 2.60 1.33 0.65 0.217
H -4.64 -2.96 -2.78 0.179
H -2.69 -2.77 -1.50 0.218
H 6.37 -2.45 -4.39 0.181
H 2.44 -0.99 -2.36 0.206
H -0.59 -2.07 -0.42 0.207
H 0.12 1.20 1.22 0.270
H -5.02 -3.20 -1.05 0.182
H 3.13 -0.83 2.58 0.251
H 6.95 0.87 -1.37 0.227
H 5.01 1.46 0.09 0.214
H 1.98 -1.78 3.56 0.217
H -2.02 -1.66 3.59 0.215
H 7.70 -1.48 -5.12 0.205
H -2.73 -0.16 4.24 0.242



4.
68
Properties=species:S:1:pos:R:3:nbo_charge:R:1 method="wB97M-V/def2-TZVPD" e_above_lowest_kj_mol=0.0 energy_ev=-148503.130 total_charge=-1 gap_ev=7.7 e_lumo_ev=2.05 max_force_ha_per_bohr=0.002 homo_ev=-5.63
Ga -0.64 -0.66 -0.19 1.262
S -2.43 -1.34 -1.45 -0.271
S -2.35 -6.95 0.23 -0.051
S -3.52 -4.47 1.36 0.463
S -4.27 -1.53 1.33 0.298
S -2.08 -4.32 -1.12 0.482
Si 0.16 1.60 -0.45 1.292
O -0.18 -2.61 3.18 -0.597
O -0.90 -1.18 1.63 -0.868
O 3.65 -5.70 1.60 -0.726
O 4.20 -5.59 -0.60 -0.742
N 0.62 -2.21 -0.22 -0.617
C 2.37 0.74 1.17 -0.598
C -0.36 2.37 2.26 -0.607
C -3.89 -1.75 3.08 -0.751
C 2.86 1.04 -1.22 -0.604
C 1.37 -2.66 -1.24 0.026
C 0.75 -2.77 1.00 0.083
C -2.34 2.13 0.84 -0.606
C -3.43 -2.89 0.63 -0.406
C 2.29 -3.66 -1.06 -0.169
C -0.16 -2.17 2.06 0.764
C 1.66 -3.78 1.24 -0.185
C 0.16 1.00 -3.25 -0.606
C 2.59 3.04 0.23 -0.611
C -2.64 -5.35 0.15 -0.573
C 2.46 -4.22 0.20 -0.031
C -1.73 2.36 -2.46 -0.607
C 3.56 -5.31 0.43 0.729
C 2.06 1.62 -0.05 -0.529
C -0.86 4.12 0.57 -0.611
C -0.88 2.61 0.84 -0.530
C -0.22 2.13 -2.27 -0.532
C -2.74 -2.81 -0.53 -0.396
C 0.52 3.40 -2.70 -0.611
H -2.09 3.23 -1.91 0.203
H 3.46 0.65 1.28 0.206
H -1.43 4.64 1.35 0.202
H 1.98 1.15 2.10 0.215
H 2.42 3.72 -0.60 0.204
H 1.19 -2.19 -2.20 0.206
H -2.90 2.70 1.59 0.200
H -4.36 -2.65 3.49 0.214
H -0.33 1.30 2.51 0.232
H 0.21 3.68 -3.72 0.201
H -2.32 1.50 -2.16 0.220
H 1.98 -0.27 1.06 0.211
H 2.14 3.47 1.12 0.204
H -0.10 1.30 -4.27 0.202
H 0.30 4.25 -2.05 0.206
H 3.91 0.96 -0.92 0.208
H 2.81 1.66 -2.11 0.200
H -1.31 4.38 -0.38 0.202
H 1.22 0.77 -3.24 0.212
H 2.53 0.03 -1.48 0.211
H -2.84 2.26 -0.12 0.213
H 2.91 -4.03 -1.87 0.250
H -1.93 2.54 -3.53 0.202
H 3.67 2.99 0.41 0.204
H -1.04 2.85 2.97 0.200
H 1.76 -4.21 2.23 0.276
H -2.42 1.08 1.11 0.226
H 0.15 4.53 0.59 0.205
H -2.82 -1.77 3.24 0.258
H 1.60 3.27 -2.72 0.204
H -0.39 0.08 -3.03 0.216
H -4.32 -0.89 3.59 0.227
H 0.63 2.80 2.42 0.199



5.
26
Properties=species:S:1:pos:R:3:nbo_charge:R:1 method="wB97M-V/def2-TZVPD" e_above_lowest_kj_mol=164.4 energy_ev=-10628.040 total_charge=0 gap_ev=9.9 e_lumo_ev=0.99 smiles=Cc1ccccc1.CCC max_force_ha_per_bohr=0.096 homo_ev=-8.90
C 1.04 -2.67 -2.65 -0.664
C -1.95 2.70 2.22 -0.604
C 2.61 -2.31 0.69 -0.219
C -2.13 2.08 -0.25 -0.616
C 2.39 -2.72 -0.55 -0.211
C 0.93 -0.81 -0.86 -0.211
C 2.13 -1.10 1.18 -0.217
C -2.67 2.93 0.89 -0.397
C 1.47 -2.05 -1.35 -0.012
C 1.33 -0.26 0.40 -0.206
H -3.73 2.64 0.93 0.196
H -1.85 1.72 2.62 0.206
H -2.71 1.85 -1.16 0.213
H 0.37 -0.25 -1.60 0.207
H 1.36 -2.18 -3.58 0.228
H 1.23 -3.69 -2.87 0.224
H -2.36 3.32 3.03 0.207
H -1.95 1.07 0.09 0.203
H -1.19 2.36 -0.59 0.196
H -0.99 3.12 2.12 0.198
H 3.31 -2.97 1.27 0.215
H 1.14 0.73 0.63 0.216
H -0.05 -2.91 -2.51 0.229
H 2.64 -3.71 -1.01 0.209
H 2.23 -0.90 2.24 0.212
H -2.59 3.99 0.67 0.199



6.
37
Properties=species:S:1:pos:R:3:nbo_charge:R:1 method="wB97M-V/def2-TZVPD" energy_ev=-58278.885 total_charge=0 gap_ev=9.7 e_lumo_ev=0.56 smiles="CCOCCCNS(=O)(=O)c1ccc(OC)c(Cl)c1Cl" max_force_ha_per_bohr=0.018 homo_ev=-9.17
Cl -4.27 -1.24 3.12 0.058
Cl -1.85 -2.21 1.37 0.075
S -0.14 -0.17 -0.30 2.321
O -0.59 -1.18 -1.21 -0.929
O 3.85 -1.44 -2.17 -0.539
O 0.46 1.02 -0.83 -0.950
O -4.72 1.56 3.05 -0.472
N 0.87 -0.85 0.84 -0.870
C -1.51 0.37 0.72 -0.378
C 3.58 0.62 -3.49 -0.643
C -3.66 1.24 2.27 0.311
C 2.58 -1.54 -1.56 -0.076
C -3.33 -0.12 2.22 -0.120
C -2.26 -0.55 1.44 -0.022
C 3.83 -0.89 -3.46 -0.056
C 1.43 -2.16 0.60 -0.229
C 2.75 -2.13 -0.16 -0.426
C -5.12 2.91 3.14 -0.254
C -2.90 2.15 1.54 -0.268
C -1.83 1.71 0.78 -0.160
H -1.23 2.39 0.20 0.250
H 0.68 -2.71 0.02 0.230
H 4.31 1.13 -2.87 0.209
H -3.13 3.20 1.56 0.224
H 2.12 -0.55 -1.48 0.175
H 1.57 -2.65 1.57 0.206
H 3.67 0.98 -4.51 0.211
H 4.82 -1.11 -3.88 0.183
H -5.41 3.31 2.17 0.182
H 1.55 -0.17 1.15 0.404
H 2.58 0.86 -3.12 0.215
H 1.92 -2.17 -2.16 0.170
H 3.07 -1.40 -4.07 0.158
H -4.33 3.53 3.57 0.181
H -5.98 2.91 3.81 0.209
H 3.15 -3.14 -0.25 0.218
H 3.49 -1.53 0.38 0.201